# C51H49N3O35PY

A structure of composition C51H49N3O35PY (ωB97M-V with the def2-TZVPD basis set, the OMol25 dataset).

Geometry as XYZ:
```
140
Properties=species:S:1:pos:R:3
Y 1.913 0.468 3.996
P 0.040 0.334 0.673
O 1.533 0.653 0.663
O -0.417 1.217 1.850
O 0.237 -1.014 1.483
O -0.677 0.352 -0.687
C 3.870 -5.280 3.515
O 3.602 -4.190 4.021
N 3.293 -6.429 3.956
C 3.714 -7.814 3.584
C 2.058 -6.292 4.782
H 4.651 -5.487 2.767
H 4.003 -8.536 4.348
H 4.663 -7.677 3.065
H 3.078 -8.391 2.913
H 2.023 -6.952 5.649
H 1.939 -5.281 5.171
H 1.177 -6.566 4.201
C 7.657 0.874 2.547
O 6.578 1.395 2.798
N 8.560 1.480 1.737
C 9.931 0.946 1.663
C 8.198 2.639 0.972
H 8.026 -0.084 2.945
H 10.504 1.703 2.198
H 10.286 0.849 0.636
H 9.981 -0.015 2.175
H 8.979 3.365 0.746
H 7.811 2.300 0.011
H 7.385 3.186 1.450
C -2.509 -1.165 7.353
O -1.377 -0.929 7.085
N -3.115 -0.831 8.537
C -4.461 -1.148 8.765
C -2.417 -0.400 9.794
H -3.297 -1.497 6.660
H -5.031 -1.240 7.840
H -5.037 -0.355 9.242
H -4.540 -2.116 9.260
H -2.076 -1.195 10.457
H -1.484 0.106 9.545
H -3.045 0.251 10.402
C 2.178 1.038 -5.822
C 1.993 -0.313 -5.935
C 2.443 -1.081 -7.068
O 2.277 -2.239 -7.442
C 3.075 -0.261 -8.102
C 3.273 1.081 -7.997
C 2.824 1.867 -6.802
O 3.108 3.053 -6.678
O 3.963 1.759 -8.925
O 1.204 -1.105 -5.141
H 1.780 1.534 -4.949
H 3.406 -0.776 -8.991
H 3.966 2.711 -8.804
H 0.888 -0.587 -4.396
C 0.387 7.157 1.878
C -0.254 8.037 1.114
C -0.042 8.209 -0.315
O -0.631 9.021 -1.070
C 0.935 7.263 -0.852
C 1.497 6.258 -0.119
C 1.386 6.185 1.416
O 1.986 5.425 2.153
O 2.396 5.352 -0.688
O -0.990 9.010 1.698
H 0.394 7.168 2.958
H 1.085 7.245 -1.922
H 2.340 4.497 -0.256
H -1.403 9.590 1.055
C -5.189 5.024 2.182
C -5.698 3.992 2.917
C -6.977 4.068 3.638
O -7.423 3.128 4.333
C -7.756 5.259 3.294
C -7.327 6.173 2.456
C -6.005 6.119 1.695
O -5.734 6.812 0.700
O -8.114 7.361 2.242
O -4.937 2.920 3.258
H -4.181 4.829 1.846
H -8.646 5.413 3.887
H -7.780 7.837 1.479
H -4.092 2.954 2.803
C -6.942 4.561 -4.571
C -7.624 4.106 -3.500
C -7.097 3.165 -2.480
O -7.772 2.773 -1.518
C -5.658 3.023 -2.678
C -4.944 3.476 -3.764
C -5.542 4.177 -4.886
O -4.938 4.454 -5.909
O -3.627 3.251 -3.927
O -8.894 4.446 -3.410
H -7.328 5.247 -5.310
H -5.192 2.483 -1.867
H -3.361 2.628 -3.247
H -9.184 4.033 -2.593
C 7.162 -0.288 -3.153
C 7.081 -1.328 -2.251
C 8.257 -2.269 -2.083
O 8.427 -3.150 -1.181
C 9.374 -2.052 -2.946
C 9.400 -0.970 -3.801
C 8.231 -0.157 -4.097
O 8.106 0.532 -5.065
O 10.555 -0.620 -4.536
O 5.993 -1.590 -1.492
H 6.320 0.384 -3.227
H 10.294 -2.596 -2.791
H 10.433 0.178 -5.055
H 5.514 -0.791 -1.258
C -7.812 -3.882 -1.612
C -7.934 -3.643 -0.237
C -6.966 -2.820 0.485
O -6.873 -2.840 1.704
C -5.835 -2.413 -0.375
C -5.664 -2.655 -1.667
C -6.741 -3.414 -2.419
O -6.792 -3.650 -3.599
O -4.710 -2.245 -2.483
O -8.898 -4.264 0.472
H -8.513 -4.534 -2.111
H -5.094 -1.759 0.058
H -3.978 -1.819 -2.031
H -8.614 -4.234 1.388
C 0.854 -6.264 -1.210
C -0.265 -6.607 -0.544
C -1.003 -7.848 -0.993
O -2.124 -8.281 -0.647
C -0.225 -8.688 -1.955
C 0.919 -8.341 -2.480
C 1.569 -7.050 -2.159
O 2.584 -6.638 -2.716
O 1.503 -9.068 -3.509
O -0.915 -5.799 0.395
H 1.372 -5.349 -0.962
H -0.570 -9.629 -2.356
H 2.262 -8.587 -3.847
H -0.392 -5.002 0.509
```

Properties
LUMO level = -4.4315 eV
F_max = 4.79 eV/Å
E = -5149.612608 hartree
Kohn-Sham gap = 3.76 eV
Spin multiplicity = 1
HOMO energy = -8.194 eV

These are the Löwdin partial charges, in e, on atoms 1 to 99: Y 1.385; P -0.087; O -0.261; O -0.361; O -0.251; O -0.382; C -0.330; O -0.038; N -0.163; C -0.049; C -0.040; H 0.134; H 0.082; H 0.074; H 0.081; H 0.082; H 0.075; H 0.084; C -0.336; O -0.033; N -0.203; C -0.037; C -0.055; H 0.133; H 0.090; H 0.086; H 0.082; H 0.091; H 0.087; H 0.086; C -0.354; O 0.009; N -0.187; C -0.113; C -0.026; H 0.136; H 0.086; H 0.094; H 0.096; H 0.084; H 0.078; H 0.083; C 0.073; C -0.198; C -0.329; O 0.127; C 0.069; C -0.224; C -0.329; O 0.110; O 0.096; O 0.110; H 0.130; H 0.133; H 0.112; H 0.117; C 0.066; C -0.239; C -0.298; O 0.101; C 0.075; C -0.158; C -0.313; O 0.107; O 0.064; O 0.103; H 0.135; H 0.134; H 0.105; H 0.112; C 0.063; C -0.210; C -0.288; O 0.115; C 0.053; C -0.157; C -0.297; O 0.092; O 0.048; O 0.106; H 0.127; H 0.141; H 0.090; H 0.115; C 0.083; C -0.263; C -0.309; O 0.096; C 0.069; C -0.216; C -0.328; O 0.141; O 0.124; O 0.119; H 0.132; H 0.123; H 0.120; H 0.108; C 0.070